85
Properties=species:S:1:pos:R:3:forces:R:3 method="wB97M-V/def2-TZVPD" de_lowest_kcal_mol=18.68 lumo_energy_ev="-3.97 / -5.70" gap_ev="7.334 / 6.076" charge=+1 multiplicity=6 homo_energy_ev="-11.302 / -11.772"
Ir 10.5559 9.7032 8.8248 0.885 -0.656 -0.165
Se 9.6995 9.3457 12.0174 0.957 -0.092 -0.388
N 11.0764 9.9592 10.9780 -1.460 0.844 -0.680
C 12.2327 9.7008 11.5278 0.274 -1.599 0.961
C 13.5211 10.0376 11.0329 0.182 0.131 0.559
C 14.6189 9.6354 11.7184 -0.827 -0.576 0.252
C 14.4615 8.7323 12.8700 0.692 0.369 -0.962
C 13.2711 8.3549 13.3965 0.361 0.271 -1.078
C 12.0996 8.8431 12.7116 -1.590 -0.016 1.057
N 10.8292 8.5621 13.1026 1.964 0.368 -0.175
H 13.6190 10.5928 10.1340 -0.023 0.399 -0.547
H 15.5924 9.9257 11.3026 -0.316 -0.402 0.509
H 15.3821 8.2629 13.1766 0.060 0.053 0.559
H 13.2445 7.6145 14.1799 -0.354 0.095 0.117
F 12.8595 9.0790 8.4925 -0.313 0.279 0.061
Sb 14.2861 7.7625 8.0268 0.723 -0.508 0.405
F 15.5539 9.0123 8.7166 -0.359 -0.374 0.197
F 14.3493 8.7448 6.4564 0.121 0.160 -0.903
F 15.6797 6.5216 7.5970 -1.017 0.842 0.241
F 12.8920 6.7029 7.3548 0.002 -0.078 -0.436
F 13.8829 7.0023 9.6905 0.328 0.097 0.360
C 7.1096 17.9753 7.9965 -0.418 -1.979 -0.222
C 8.0222 16.7485 8.2581 -1.129 0.266 1.870
C 8.8744 16.2180 7.3320 1.523 0.593 -1.005
C 9.7585 15.1685 7.5655 -1.017 0.070 0.253
C 10.7318 14.7742 6.4845 0.972 1.570 0.214
C 9.5633 14.4990 8.7835 1.181 -0.627 -0.184
As 10.6305 12.8614 9.0234 0.565 0.560 0.062
N 10.0201 11.4607 8.0843 -0.046 0.473 1.135
C 8.6989 11.6043 7.6459 -0.428 0.552 -1.371
C 8.6003 11.8059 6.2653 -0.947 -0.776 0.916
C 7.3938 11.7575 5.6435 -1.023 0.674 -1.581
C 6.2595 11.7537 6.4425 -1.630 -0.410 0.108
C 6.3287 11.6549 7.8320 -0.675 0.119 -0.038
C 7.5735 11.6191 8.4538 0.011 -0.828 0.144
C 12.4885 12.7919 8.5649 -0.602 -0.047 0.978
C 13.0904 11.9993 7.5820 -0.669 -0.489 -0.968
C 12.4506 11.5840 6.2844 -1.163 -0.306 -0.254
C 14.4116 11.6606 7.7127 0.544 0.733 0.011
C 15.2404 12.2038 8.6774 -1.257 1.076 1.123
C 16.6982 12.0708 8.6194 1.127 0.643 -1.278
C 14.6201 12.9990 9.6445 -0.121 -0.259 0.183
C 13.2447 13.2329 9.6408 1.297 0.611 0.510
C 12.6934 14.0017 10.8076 0.594 -0.274 0.036
C 8.7384 14.9625 9.8182 -0.388 -0.154 -0.736
C 8.5737 14.3180 11.1857 0.197 -0.275 -0.431
C 7.9704 16.0930 9.5117 0.477 -0.070 -0.952
H 7.5360 18.9247 8.2106 0.782 0.666 0.266
H 6.1723 17.9131 8.5888 0.579 -0.141 -0.389
H 6.8613 17.9506 6.9341 -0.177 0.192 0.078
H 9.0623 16.7238 6.3988 -0.422 0.249 -0.314
H 10.5199 13.7900 6.1860 -0.297 -1.370 -0.770
H 11.7851 14.7401 6.8547 -0.737 0.261 -0.207
H 10.6918 15.4685 5.5945 -0.069 -0.809 1.060
H 9.4350 11.9197 5.6624 1.720 -0.066 -0.769
H 7.3641 11.7845 4.5097 -0.225 0.084 1.628
H 5.2288 11.7866 6.0404 0.892 -0.103 -0.109
H 5.3580 11.5564 8.3731 1.134 0.287 -0.225
H 7.7122 11.4775 9.5257 -0.241 0.082 -0.099
H 12.6417 10.5458 6.0620 0.861 -0.324 -0.162
H 12.7750 12.2152 5.4528 0.150 -0.120 0.111
H 11.3573 11.5430 6.2618 0.284 0.700 0.292
H 14.9029 11.1034 6.9613 0.089 -0.725 -0.853
H 17.2232 12.8384 9.2067 -0.253 -0.465 0.095
H 16.9850 12.2830 7.5555 -0.006 -0.378 0.818
H 17.0341 11.0691 8.8525 0.155 -0.212 0.127
H 15.1874 13.3825 10.4845 0.157 0.119 -0.109
H 13.2173 14.9160 10.9890 0.760 0.548 -0.077
H 12.7660 13.4424 11.7260 -0.053 -0.417 0.351
H 11.6987 14.3416 10.7070 -1.403 0.153 -0.230
H 8.9340 15.0750 11.8931 -0.210 -0.533 0.271
H 9.0746 13.3285 11.3498 -0.009 1.000 -0.307
H 7.5133 14.1072 11.3306 0.000 0.270 0.263
H 7.2741 16.4628 10.2234 -0.406 0.249 0.724
C 8.1895 7.1518 8.0875 0.297 -1.024 -0.194
C 9.7376 6.9589 7.9868 -1.575 -1.676 0.914
C 10.2479 5.5484 8.4283 -0.091 2.145 1.743
O 10.3797 7.8480 8.8754 -0.018 0.558 0.383
H 7.7043 6.6241 7.2524 0.334 0.117 0.040
H 7.9735 8.2076 7.9297 -0.279 0.131 0.381
H 7.7141 6.6884 8.9850 0.634 0.795 -0.332
H 10.0024 7.2445 6.9849 0.506 -0.158 -0.568
H 9.9917 5.3910 9.5195 0.055 0.213 -1.200
H 11.3178 5.6150 8.3751 0.486 -0.316 -0.089
H 9.8948 4.7412 7.8651 -0.674 -1.039 -1.008